ORCA calculation (wB97M-V/def2-TZVPD) on a molecular structure, C40H40IrN7S4Sb in a non-equilibrium geometry.

Energy relative to the best compared isomer or geometry (same formula, charge and spin): 81.8 kcal per mole
Lowest unoccupied orbital energy (spin up / spin down): -12.099 / -12.089 eV
Total charge: +4
2S+1: 2

Positions of all 93 atoms, in Å:
Ir -1.23 -0.08 0.79
N -4.93 -1.78 1.47
C -5.33 -1.20 0.30
C -4.23 -0.62 -0.25
N -3.16 -0.85 0.58
C -3.61 -1.55 1.62
C -2.62 -1.87 2.63
N -1.41 -1.34 2.43
C -0.60 -1.82 3.42
C -1.33 -2.63 4.24
N -2.60 -2.65 3.72
H -5.54 -2.26 2.12
H -6.36 -1.25 -0.04
H -4.14 -0.07 -1.17
H 0.45 -1.58 3.48
H -1.06 -3.19 5.12
H -3.37 -3.17 4.12
N -1.80 3.14 -1.72
C -1.29 2.36 -2.75
C -1.08 2.62 -4.10
C -0.48 1.61 -4.83
C -0.08 0.40 -4.23
C -0.29 0.15 -2.89
C -0.93 1.14 -2.15
N -1.23 1.22 -0.80
C -1.73 2.43 -0.59
C -2.05 2.78 0.79
C -2.53 3.90 1.38
S -2.66 3.67 3.07
C -2.07 2.09 2.91
N -1.78 1.75 1.68
H -2.14 4.09 -1.81
H -1.36 3.56 -4.55
H -0.29 1.77 -5.88
H 0.42 -0.33 -4.85
H 0.04 -0.78 -2.43
H -2.83 4.84 0.92
H -1.94 1.44 3.75
C 0.26 -5.11 -2.81
C 0.97 -4.57 -1.58
S 0.07 -3.42 -0.48
C -1.50 -4.31 -0.28
C -2.55 -4.19 -1.41
S -2.25 -2.78 -2.52
C -2.91 -3.42 -4.09
C -1.87 -4.44 -4.60
S -0.26 -3.83 -3.98
H -0.60 -5.72 -2.54
H 0.96 -5.76 -3.35
H 1.89 -4.05 -1.85
H 1.27 -5.43 -0.98
H -1.92 -3.97 0.66
H -1.26 -5.37 -0.13
H -3.54 -4.02 -0.98
H -2.61 -5.10 -2.00
H -2.96 -2.56 -4.75
H -3.91 -3.83 -3.99
H -1.84 -4.51 -5.69
H -2.04 -5.44 -4.21
C 7.02 0.30 1.99
C 6.51 0.05 0.72
C 5.16 0.21 0.48
C 4.33 0.66 1.51
C 4.83 0.86 2.80
C 6.18 0.71 3.03
Sb 2.31 1.09 1.17
C 2.05 2.24 -0.57
C 2.56 1.80 -1.79
C 2.47 2.62 -2.91
C 1.89 3.88 -2.80
C 1.37 4.31 -1.59
C 1.43 3.48 -0.47
C 1.76 2.30 2.81
C 1.22 1.71 3.96
C 1.03 2.47 5.10
C 1.38 3.81 5.11
C 1.93 4.40 3.98
C 2.13 3.64 2.83
H 8.08 0.18 2.18
H 7.18 -0.27 -0.07
H 4.77 0.00 -0.51
H 4.18 1.17 3.61
H 6.59 0.89 4.01
H 3.03 0.83 -1.89
H 2.89 2.29 -3.85
H 1.85 4.53 -3.67
H 0.94 5.30 -1.51
H 1.04 3.83 0.48
H 0.97 0.66 3.97
H 0.65 2.01 6.00
H 1.24 4.40 6.01
H 2.22 5.44 3.99
H 2.60 4.10 1.97

Results of the Mulliken charge analysis, in e, for atoms 1 through 6:
1 Ir 0.70
2 N -0.01
3 C -1.06
4 C -0.42
5 N 0.25
6 C -0.10

---

ORCA calculation (wB97M-V/def2-TZVPD) on 10 unconnected molecules or ions with the total composition C40H40N10O10 in a non-equilibrium geometry.

SMILES: O=[N+]([O-])c1ccccc1.O=[N+]([O-])c1ccccc1.O=[N+]([O-])c1ccccc1.O=[N+]([O-])c1ccccc1.O=[N+]([O-])c1ccccc1.CC#N.CC#N.CC#N.CC#N.CC#N
Energy relative to the best compared isomer or geometry (same formula, charge and spin): 67.6 kcal per mole
Lowest unoccupied orbital energy: -0.763 eV

Positions of all 100 atoms, in Å:
O 0.74 7.66 8.50
N 1.46 6.73 8.62
O 1.78 6.18 9.67
C 1.96 6.15 7.38
C 1.25 6.28 6.15
C 1.70 5.71 4.96
C 2.95 5.08 4.91
C 3.65 4.94 6.15
C 3.17 5.46 7.33
H 0.34 6.86 6.08
H 1.21 5.89 4.02
H 3.35 4.83 3.94
H 4.60 4.43 6.20
H 3.80 5.42 8.21
O -7.71 2.52 -7.74
N -6.99 2.52 -6.77
O -5.92 3.15 -6.74
C -7.42 1.63 -5.64
C -8.58 0.80 -5.74
C -8.96 -0.04 -4.63
C -8.05 -0.18 -3.58
C -6.96 0.57 -3.43
C -6.62 1.47 -4.45
H -9.25 0.91 -6.58
H -9.83 -0.68 -4.68
H -8.30 -0.86 -2.77
H -6.23 0.35 -2.66
H -5.70 2.02 -4.34
O 5.22 -1.75 -4.15
N 6.31 -1.68 -4.68
O 6.41 -1.09 -5.73
C 7.47 -2.28 -3.94
C 8.82 -1.88 -4.22
C 9.95 -2.42 -3.60
C 9.76 -3.53 -2.77
C 8.47 -3.87 -2.44
C 7.35 -3.28 -2.98
H 8.95 -1.03 -4.87
H 10.92 -2.04 -3.90
H 10.56 -4.03 -2.25
H 8.18 -4.65 -1.74
H 6.37 -3.67 -2.76
O -1.76 1.47 3.52
N -2.40 0.69 4.17
O -3.62 0.77 4.07
C -1.79 -0.22 5.17
C -2.59 -1.03 6.06
C -1.96 -1.71 7.09
C -0.57 -1.78 7.13
C 0.21 -1.07 6.19
C -0.40 -0.35 5.19
H -3.67 -0.96 6.00
H -2.50 -2.26 7.85
H -0.05 -2.30 7.92
H 1.29 -0.99 6.24
H 0.21 0.24 4.53
O -7.61 -4.12 3.33
N -8.26 -4.94 2.64
O -9.26 -5.54 3.05
C -7.80 -5.23 1.29
C -8.69 -5.88 0.37
C -8.22 -6.26 -0.86
C -6.89 -5.97 -1.19
C -6.03 -5.23 -0.32
C -6.51 -4.89 0.94
H -9.71 -6.12 0.59
H -8.90 -6.82 -1.49
H -6.49 -6.24 -2.16
H -5.00 -5.01 -0.55
H -5.86 -4.29 1.55
C 0.09 6.61 -8.94
C 0.15 6.21 -7.55
N 0.22 5.90 -6.47
H -0.91 6.93 -9.21
H 0.35 5.84 -9.67
H 0.81 7.41 -9.13
C 5.41 4.02 -5.39
C 6.77 3.88 -5.91
N 7.86 3.83 -6.36
H 5.41 3.66 -4.37
H 4.64 3.63 -6.05
H 5.25 5.10 -5.33
C 0.65 -5.15 2.70
C 1.90 -5.79 2.76
N 2.91 -6.31 2.78
H 0.92 -4.23 2.19
H 0.27 -4.85 3.68
H -0.04 -5.72 2.08
C 0.95 1.73 -1.89
C 0.15 0.49 -1.63
N -0.47 -0.49 -1.48
H 0.83 1.95 -2.95
H 2.03 1.63 -1.77
H 0.64 2.52 -1.20
C 6.60 -2.21 3.33
C 5.74 -1.32 2.49
N 5.02 -0.62 1.95
H 6.08 -3.09 3.72
H 6.93 -1.58 4.15
H 7.49 -2.53 2.79

Results of the Mulliken charge analysis, in e, for atoms 1 through 6:
1 O -0.55
2 N 0.89
3 O -0.56
4 C 0.24
5 C -0.27
6 C -0.43

---

ORCA calculation (wB97M-V/def2-TZVPD) on a molecular structure, C40H40N2OPPb in a non-equilibrium geometry.

Energy relative to the best compared isomer or geometry (same formula, charge and spin): 0.0 kcal per mole
Lowest unoccupied orbital energy (spin up / spin down): -4.858 / -4.872 eV
Total charge: +1

Positions of all 85 atoms, in Å:
C 2.59 -0.16 0.10
C 2.56 -0.87 -1.12
C 2.27 0.04 -2.16
H 2.75 -1.94 -1.24
C 2.12 1.33 -1.59
C 2.32 1.21 -0.18
H 1.95 2.26 -2.14
C -1.38 -2.19 0.58
C -0.19 -2.79 0.09
C -0.19 -2.67 -1.33
H 0.59 -3.26 0.68
C -1.38 -2.01 -1.72
C -2.12 -1.71 -0.53
H 2.24 -0.21 -3.22
H 2.29 2.03 0.54
H 2.79 -0.61 1.07
H -3.12 -1.25 -0.51
H 0.58 -3.04 -2.02
H -1.69 -2.13 1.62
Pb -0.55 0.69 -0.27
C -1.82 -1.64 -3.12
C -3.34 -1.87 -3.22
C -1.12 -2.50 -4.18
H -3.56 -2.91 -2.94
H -3.67 -1.68 -4.24
H -3.89 -1.18 -2.56
H -1.29 -3.56 -3.94
H -0.05 -2.30 -4.25
H -1.58 -2.30 -5.16
C -1.46 -0.13 -3.33
C -2.05 0.54 -4.55
H -0.36 -0.01 -3.33
H -1.88 0.46 -2.49
O -3.20 0.29 -4.93
N -1.31 1.47 -5.24
C -0.17 2.27 -4.76
H -1.85 1.92 -5.97
C 1.15 1.71 -5.24
C 2.34 2.38 -4.91
H 2.27 3.34 -4.38
C 3.58 1.83 -5.25
H 4.50 2.34 -4.94
C 3.63 0.62 -5.96
H 4.59 0.19 -6.23
C 2.44 -0.01 -6.36
H 2.46 -0.94 -6.94
C 1.21 0.54 -6.00
H 0.27 0.07 -6.32
H -0.17 2.37 -3.66
H -0.30 3.29 -5.16
N 0.26 0.35 1.71
P -0.11 0.41 3.24
C -1.23 1.76 3.65
C -0.77 2.86 4.40
C -1.48 4.06 4.39
C -2.64 4.20 3.61
C -3.10 3.10 2.88
C -2.43 1.88 2.91
C -0.79 -1.16 3.83
C -2.07 -1.27 4.38
C -2.52 -2.52 4.83
C -1.71 -3.65 4.72
C -0.43 -3.54 4.15
C 0.03 -2.30 3.71
C 1.25 0.56 4.42
C 2.56 0.68 3.94
C 3.62 0.60 4.85
C 3.37 0.44 6.22
C 2.05 0.38 6.70
C 0.99 0.44 5.79
H 0.14 2.77 4.99
H -1.13 4.90 4.99
H -3.17 5.15 3.58
H -4.00 3.20 2.27
H -2.82 1.03 2.35
H -2.69 -0.38 4.49
H -3.51 -2.59 5.28
H -2.06 -4.62 5.07
H 0.22 -4.41 4.07
H 1.03 -2.21 3.28
H 2.72 0.82 2.87
H 4.64 0.66 4.48
H 4.20 0.37 6.93
H 1.84 0.29 7.76
H -0.04 0.40 6.16

Results of the Mulliken charge analysis, in e, for atoms 1 through 6:
1 C 0.39
2 C -1.29
3 C 0.35
4 H 0.51
5 C -0.70
6 C -0.89